1.
A molecular structure, C19H28AuIO2. Source: the Open Molecules 2025 dataset; level of theory: ωB97M-V/def2-TZVPD.

The value obtained for the total energy is -36038.3407 eV. For the HOMO energy (spin up / spin down), the calculation gives -6.90 / -6.73 eV. The value obtained for the frontier orbital gap (spin up / spin down) is 7.52 / 5.57 eV. The calculation puts the energy above the lowest of the compared OMol25 structures with the same formula, charge and spin at 47.1 kcal/mol. Its multiplicity is 3.

Last column: Mulliken charge in e.
Cartesian coordinates (Å):
O: -1.61 1.31 -0.81  0.069
C: -2.12 2.54 -0.21  -0.762
C: -3.41 2.43 -1.01  -0.500
H: -1.47 3.38 -0.44  0.357
H: -2.19 2.44 0.87  0.205
C: -2.76 1.25 -1.75  1.587
H: -3.67 3.28 -1.62  0.039
H: -4.27 2.13 -0.41  0.365
C: -2.31 1.61 -3.15  -1.682
H: -1.62 2.45 -3.13  0.397
H: -3.17 1.89 -3.75  0.461
H: -1.82 0.77 -3.64  0.290
C: -3.47 -0.07 -1.69  -1.589
H: -3.89 -0.25 -0.70  0.349
H: -2.79 -0.89 -1.92  0.142
H: -4.28 -0.09 -2.41  0.454
Au: 0.00 0.00 0.00  0.941
C: -0.12 -1.89 1.40  -0.796
C: 0.29 -0.80 2.19  -0.703
C: -0.80 0.09 2.28  -0.605
H: 1.26 -0.66 2.65  0.433
C: -1.86 -0.43 1.53  -0.454
C: -1.44 -1.65 0.96  -0.505
H: -2.03 -2.30 0.33  0.457
H: 0.48 -2.75 1.17  0.565
H: -0.78 1.05 2.78  0.641
H: -2.81 0.04 1.38  0.608
C: 1.95 -1.17 -0.79  -0.446
C: 0.82 -1.76 -1.38  -0.858
C: 0.20 -0.81 -2.21  -0.669
H: 0.47 -2.77 -1.22  0.522
C: 0.96 0.38 -2.13  -0.093
C: 2.05 0.15 -1.26  -1.098
H: 2.77 0.88 -0.95  0.682
H: 2.62 -1.63 -0.07  0.508
H: -0.67 -0.98 -2.81  0.661
H: 0.73 1.32 -2.59  0.365
O: -4.35 5.99 -1.87  -0.365
C: -5.54 5.53 -2.51  -0.372
C: -6.34 6.77 -2.86  -0.605
H: -6.10 4.89 -1.82  0.276
H: -5.27 4.94 -3.38  0.283
C: -5.95 7.72 -1.74  -0.510
H: -7.41 6.58 -2.91  0.337
H: -6.03 7.17 -3.82  0.282
C: -4.48 7.38 -1.54  -0.467
H: -6.52 7.50 -0.83  0.268
H: -6.11 8.77 -1.98  0.329
H: -4.14 7.54 -0.52  0.268
H: -3.85 7.97 -2.21  0.262
I: 1.11 2.35 0.85  -0.324

---

2.
A molecular structure, C19H28BMoN6S2. Source: the Open Molecules 2025 dataset; level of theory: ωB97M-V/def2-TZVPD.

The value obtained for the total energy is -53276.0171 eV. For the HOMO energy (spin up / spin down), the calculation gives -18.22 / -18.33 eV. The value obtained for the frontier orbital gap (spin up / spin down) is 6.61 / 6.49 eV. The calculation puts the energy above the lowest of the compared OMol25 structures with the same formula, charge and spin at 0.0 kcal/mol. Its total charge is +3.

Last column: Mulliken charge in e.
Cartesian coordinates (Å):
Mo: 0.47 -0.34 0.22  -0.137
C: -0.65 0.49 3.74  -1.434
C: -1.32 0.95 2.49  0.758
C: -2.42 1.74 2.32  -1.354
C: -2.63 1.88 0.92  0.995
C: -3.69 2.65 0.23  -1.342
N: -1.68 1.20 0.29  0.163
N: -0.85 0.61 1.24  0.823
B: -1.36 0.98 -1.22  -0.462
N: -1.42 -0.56 -1.56  0.265
N: -0.60 -1.53 -0.94  0.234
C: -0.89 -2.75 -1.51  0.821
C: -0.22 -4.02 -1.12  -1.695
C: -1.85 -2.56 -2.45  -1.232
C: -2.17 -1.19 -2.47  0.882
C: -3.17 -0.53 -3.34  -1.290
N: 0.09 1.53 -1.54  0.280
N: 1.26 1.05 -0.92  0.252
C: 2.33 1.71 -1.49  0.864
C: 3.75 1.46 -1.09  -1.697
C: 1.85 2.57 -2.43  -1.255
C: 0.45 2.44 -2.45  0.819
C: -0.48 3.20 -3.33  -1.276
H: -1.23 0.81 4.60  0.399
H: 0.35 0.92 3.82  0.296
H: -0.57 -0.60 3.76  0.296
H: -3.03 2.18 3.09  0.540
H: -4.36 3.10 0.96  0.387
H: -4.28 1.99 -0.42  0.337
H: -3.26 3.44 -0.39  0.340
H: -2.15 1.55 -1.88  -0.102
H: -0.60 -4.39 -0.16  0.359
H: 0.86 -3.91 -1.04  0.400
H: -0.43 -4.78 -1.87  0.396
H: -2.29 -3.31 -3.09  0.541
H: -3.23 -1.06 -4.29  0.439
H: -2.97 0.52 -3.53  0.214
H: -4.16 -0.61 -2.88  0.336
H: 3.97 1.93 -0.14  0.357
H: 4.41 1.89 -1.84  0.396
H: 3.97 0.39 -1.02  0.399
H: 2.44 3.22 -3.06  0.544
H: -0.06 3.24 -4.34  0.452
H: -0.53 4.23 -2.97  0.362
H: -1.48 2.79 -3.36  0.143
C: 3.98 -1.00 3.41  -1.588
C: 2.78 -1.15 2.54  0.866
S: 2.37 0.11 1.52  -0.049
C: 1.98 -2.29 2.52  0.911
C: 2.24 -3.50 3.36  -1.473
S: 0.66 -2.31 1.49  -0.034
H: 4.47 -0.03 3.27  0.512
H: 4.71 -1.79 3.20  0.381
H: 3.70 -1.09 4.46  0.398
H: 2.70 -3.23 4.30  0.418
H: 2.93 -4.17 2.83  0.363
H: 1.33 -4.06 3.56  0.480

---

3.
A molecular structure, C19H28BeBrO2. Source: the Open Molecules 2025 dataset; level of theory: ωB97M-V/def2-TZVPD.

The value obtained for the total energy is -94695.9663 eV. For the HOMO energy, the calculation gives -2.88 eV. The value obtained for the frontier orbital gap is 5.23 eV. The calculation puts the energy above the lowest of the compared OMol25 structures with the same formula, charge and spin at 0.0 kcal/mol. Its total charge is -1.

Last column: Mulliken charge in e.
Cartesian coordinates (Å):
O: -0.13 0.12 0.86  -0.490
C: 0.88 -0.42 -0.04  -0.811
C: 0.39 0.43 -1.21  -0.539
H: 0.72 -1.49 -0.16  0.339
H: 1.89 -0.20 0.32  0.235
C: -0.74 0.85 -0.24  1.600
H: 0.10 -0.15 -2.09  0.024
H: 1.07 1.25 -1.46  0.359
C: -2.08 0.24 -0.61  -1.634
H: -2.00 -0.86 -0.65  0.372
H: -2.41 0.61 -1.59  0.435
H: -2.84 0.51 0.13  0.255
C: -0.84 2.31 0.09  -1.545
H: 0.16 2.75 0.24  0.330
H: -1.42 2.46 1.01  0.150
H: -1.35 2.85 -0.72  0.455
Be: -0.06 -0.79 3.23  0.830
C: 0.90 1.67 4.65  -0.479
C: 1.80 0.56 4.52  -0.674
C: 2.35 0.62 3.20  -1.144
H: 2.05 -0.16 5.28  0.488
C: 1.74 1.70 2.51  -0.236
C: 0.84 2.35 3.40  -0.788
H: 0.24 3.22 3.18  0.382
H: 0.36 1.94 5.56  0.541
H: 3.12 -0.03 2.79  0.500
H: 1.99 2.03 1.51  0.631
C: -1.49 -0.38 4.96  -0.446
C: -2.00 0.78 4.32  -0.715
C: -2.34 0.45 2.98  -0.267
H: -2.16 1.75 4.77  0.385
C: -2.05 -0.93 2.77  -0.456
C: -1.60 -1.48 4.03  -0.726
H: -1.47 -2.54 4.27  0.582
H: -1.17 -0.46 5.99  0.426
H: -2.85 1.11 2.28  0.600
H: -2.30 -1.52 1.89  0.509
O: 0.70 -1.56 -4.22  -0.349
C: 0.21 -0.50 -5.08  -0.395
C: 0.40 -0.90 -6.55  -0.584
H: 0.78 0.42 -4.88  0.277
H: -0.84 -0.30 -4.82  0.294
C: 1.59 -1.88 -6.46  -0.498
H: 0.59 -0.04 -7.20  0.326
H: -0.49 -1.44 -6.91  0.274
C: 1.38 -2.52 -5.08  -0.500
H: 2.53 -1.31 -6.47  0.271
H: 1.61 -2.61 -7.28  0.323
H: 2.32 -2.83 -4.60  0.281
H: 0.75 -3.42 -5.20  0.257
Br: 1.19 -2.30 2.80  -0.458

---

4.
A molecular structure, C19H28BrIrO2. Source: the Open Molecules 2025 dataset; level of theory: ωB97M-V/def2-TZVPD.

The value obtained for the total energy is -97125.7559 eV. For the HOMO energy (spin up / spin down), the calculation gives -4.84 / -8.52 eV. The value obtained for the frontier orbital gap (spin up / spin down) is 5.41 / 6.68 eV. The calculation puts the energy above the lowest of the compared OMol25 structures with the same formula, charge and spin at 0.0 kcal/mol. Its multiplicity is 5.

Last column: Mulliken charge in e.
Cartesian coordinates (Å):
O: 3.21 -2.25 0.38  -0.492
C: 3.16 -3.31 1.39  -0.405
C: 4.67 -3.52 1.41  -0.820
H: 2.59 -4.16 0.99  0.286
H: 2.75 -2.97 2.35  0.254
C: 4.65 -2.40 0.34  1.562
H: 5.00 -4.50 1.05  0.318
H: 5.14 -3.24 2.36  0.292
C: 5.10 -2.81 -1.04  -1.666
H: 4.60 -3.73 -1.36  0.375
H: 6.18 -2.98 -1.04  0.400
H: 4.89 -2.01 -1.75  0.363
C: 5.34 -1.13 0.79  -1.764
H: 5.00 -0.82 1.78  0.363
H: 5.16 -0.33 0.06  0.373
H: 6.43 -1.30 0.84  0.435
Ir: -3.43 2.28 -0.67  0.831
C: -3.79 4.00 0.45  -0.518
C: -4.61 3.03 1.09  -0.561
C: -3.77 2.02 1.65  -0.742
H: -5.70 3.04 1.11  0.372
C: -2.41 2.32 1.30  0.004
C: -2.40 3.57 0.60  -0.711
H: -1.53 4.10 0.23  0.541
H: -4.13 4.92 -0.03  0.506
H: -4.10 1.14 2.17  0.506
H: -1.54 1.72 1.51  0.465
C: -4.08 2.95 -2.66  -0.540
C: -2.80 3.48 -2.23  -0.666
C: -1.87 2.37 -2.12  -0.572
H: -2.57 4.53 -2.06  0.595
C: -2.58 1.19 -2.49  -0.546
C: -3.92 1.55 -2.84  -0.460
H: -4.71 0.86 -3.13  0.448
H: -4.99 3.52 -2.82  0.412
H: -0.84 2.43 -1.80  0.543
H: -2.17 0.19 -2.44  0.617
O: -0.90 -0.60 -0.66  -0.268
C: 0.35 -0.04 -0.21  -0.488
C: 0.80 -0.83 1.03  -0.019
H: 0.18 1.02 0.06  0.088
H: 1.09 -0.08 -1.02  0.411
C: -0.11 -2.07 1.01  -0.572
H: 0.55 -0.21 1.89  0.283
H: 1.85 -1.08 1.04  0.031
C: -1.36 -1.48 0.39  -0.447
H: -0.25 -2.53 1.99  0.403
H: 0.29 -2.81 0.32  0.218
H: -1.90 -0.88 1.15  0.114
H: -2.08 -2.20 -0.03  0.376
Br: -4.45 0.03 -0.30  -0.529

---

Which formula does entry 4 have?
C19H28BrIrO2

---

Which formula does entry 1 have?
C19H28AuIO2

---

Please write out number 2 again, unchanged.
A molecular structure, C19H28BMoN6S2. Source: the Open Molecules 2025 dataset; level of theory: ωB97M-V/def2-TZVPD.

The value obtained for the total energy is -53276.0171 eV. For the HOMO energy (spin up / spin down), the calculation gives -18.22 / -18.33 eV. The value obtained for the frontier orbital gap (spin up / spin down) is 6.61 / 6.49 eV. The calculation puts the energy above the lowest of the compared OMol25 structures with the same formula, charge and spin at 0.0 kcal/mol. Its total charge is +3.

Last column: Mulliken charge in e.
Cartesian coordinates (Å):
Mo: 0.47 -0.34 0.22  -0.137
C: -0.65 0.49 3.74  -1.434
C: -1.32 0.95 2.49  0.758
C: -2.42 1.74 2.32  -1.354
C: -2.63 1.88 0.92  0.995
C: -3.69 2.65 0.23  -1.342
N: -1.68 1.20 0.29  0.163
N: -0.85 0.61 1.24  0.823
B: -1.36 0.98 -1.22  -0.462
N: -1.42 -0.56 -1.56  0.265
N: -0.60 -1.53 -0.94  0.234
C: -0.89 -2.75 -1.51  0.821
C: -0.22 -4.02 -1.12  -1.695
C: -1.85 -2.56 -2.45  -1.232
C: -2.17 -1.19 -2.47  0.882
C: -3.17 -0.53 -3.34  -1.290
N: 0.09 1.53 -1.54  0.280
N: 1.26 1.05 -0.92  0.252
C: 2.33 1.71 -1.49  0.864
C: 3.75 1.46 -1.09  -1.697
C: 1.85 2.57 -2.43  -1.255
C: 0.45 2.44 -2.45  0.819
C: -0.48 3.20 -3.33  -1.276
H: -1.23 0.81 4.60  0.399
H: 0.35 0.92 3.82  0.296
H: -0.57 -0.60 3.76  0.296
H: -3.03 2.18 3.09  0.540
H: -4.36 3.10 0.96  0.387
H: -4.28 1.99 -0.42  0.337
H: -3.26 3.44 -0.39  0.340
H: -2.15 1.55 -1.88  -0.102
H: -0.60 -4.39 -0.16  0.359
H: 0.86 -3.91 -1.04  0.400
H: -0.43 -4.78 -1.87  0.396
H: -2.29 -3.31 -3.09  0.541
H: -3.23 -1.06 -4.29  0.439
H: -2.97 0.52 -3.53  0.214
H: -4.16 -0.61 -2.88  0.336
H: 3.97 1.93 -0.14  0.357
H: 4.41 1.89 -1.84  0.396
H: 3.97 0.39 -1.02  0.399
H: 2.44 3.22 -3.06  0.544
H: -0.06 3.24 -4.34  0.452
H: -0.53 4.23 -2.97  0.362
H: -1.48 2.79 -3.36  0.143
C: 3.98 -1.00 3.41  -1.588
C: 2.78 -1.15 2.54  0.866
S: 2.37 0.11 1.52  -0.049
C: 1.98 -2.29 2.52  0.911
C: 2.24 -3.50 3.36  -1.473
S: 0.66 -2.31 1.49  -0.034
H: 4.47 -0.03 3.27  0.512
H: 4.71 -1.79 3.20  0.381
H: 3.70 -1.09 4.46  0.398
H: 2.70 -3.23 4.30  0.418
H: 2.93 -4.17 2.83  0.363
H: 1.33 -4.06 3.56  0.480